ORCA calculation (ωB97M-V/def2-TZVPD) on a structure of composition C28H24ClN3O9Sn.

Geometry as XYZ:
```
66
Properties=species:S:1:pos:R:3:forces:R:3
Sn 0.468 -0.292 0.355 0.10 0.30 0.45
O 1.137 2.703 3.663 -0.02 0.02 0.01
C 0.993 1.707 2.833 -0.13 -0.01 -0.03
O 0.300 1.731 1.823 0.20 0.03 -0.07
C 1.725 0.470 3.201 0.01 0.02 0.04
C 2.419 0.243 4.369 0.00 0.01 -0.02
C 2.961 -1.029 4.567 0.00 -0.01 0.00
C 2.763 -2.019 3.620 -0.06 -0.02 0.04
C 2.059 -1.698 2.467 0.01 0.01 0.04
N 1.586 -0.474 2.272 0.13 -0.23 -0.10
C 1.727 -2.690 1.365 -0.03 0.05 0.06
O 1.781 -3.865 1.558 0.18 0.02 -0.04
O 1.373 -2.095 0.232 -0.24 -0.03 -0.18
H 0.604 3.468 3.387 -0.01 0.00 0.00
H 2.524 1.025 5.106 -0.01 0.00 0.00
H 3.516 -1.242 5.471 -0.01 -0.01 0.00
H 3.125 -3.030 3.751 0.00 0.00 -0.01
O 5.224 4.016 -2.374 0.00 0.01 0.01
C 5.595 2.683 -2.135 -0.01 -0.01 -0.02
C 4.412 1.953 -1.573 -0.03 0.00 0.02
C 4.535 0.645 -1.109 -0.01 -0.01 -0.03
C 3.427 0.000 -0.611 0.01 0.00 0.06
N 2.232 0.609 -0.545 -0.02 -0.08 0.02
C 2.089 1.861 -1.008 -0.09 0.01 -0.13
C 3.159 2.557 -1.529 0.03 0.04 0.00
C 0.698 2.384 -1.003 0.02 -0.06 0.00
C 0.383 3.711 -1.193 0.01 -0.05 -0.06
C -0.956 4.100 -1.184 0.02 0.01 0.06
C -1.319 5.551 -1.322 0.00 -0.01 -0.07
O -0.257 6.310 -0.791 0.02 0.01 -0.03
C -1.926 3.119 -1.027 -0.03 -0.01 -0.08
C -1.542 1.811 -0.825 -0.01 -0.06 -0.07
N -0.251 1.454 -0.798 0.04 0.10 0.30
H 5.966 4.501 -2.749 0.00 0.00 -0.01
H 6.425 2.602 -1.424 0.00 0.01 0.01
H 5.900 2.170 -3.056 0.01 -0.01 0.01
H 5.482 0.123 -1.144 0.00 0.00 0.00
H 3.462 -1.023 -0.265 0.02 0.01 0.02
H 3.038 3.552 -1.931 0.01 0.01 0.03
H 1.153 4.457 -1.326 0.00 0.01 0.03
H -2.264 5.738 -0.805 0.02 0.01 0.02
H -1.474 5.765 -2.387 -0.04 -0.02 0.00
H -0.389 7.241 -0.999 0.00 0.00 0.01
H -2.980 3.366 -1.036 0.00 0.00 0.01
H -2.267 1.020 -0.692 0.00 0.01 0.04
C -4.969 -4.465 0.895 -0.02 0.03 -0.01
C -4.458 -4.357 -0.520 -0.13 -0.03 -0.02
C -4.564 -5.464 -1.361 0.01 0.00 0.08
C -4.200 -5.399 -2.692 0.01 0.05 -0.02
Cl -4.350 -6.804 -3.687 0.00 -0.02 -0.02
C -3.737 -4.213 -3.240 0.01 -0.02 0.00
C -3.619 -3.106 -2.421 0.12 0.00 0.07
C -3.952 -3.187 -1.078 0.11 0.03 -0.14
O -3.833 -1.992 -0.359 -0.34 -0.10 0.18
C -3.128 -2.020 0.837 0.21 0.09 -0.09
C -1.792 -1.344 0.671 0.04 -0.09 0.16
O -1.274 -1.148 -0.470 -0.09 -0.14 -0.30
O -1.112 -0.941 1.674 -0.06 0.13 -0.18
H -5.663 -5.299 0.968 -0.02 0.01 0.00
H -5.504 -3.564 1.199 0.04 0.02 -0.01
H -4.177 -4.658 1.622 0.02 0.00 0.00
H -4.966 -6.389 -0.969 0.01 0.00 0.00
H -3.472 -4.163 -4.287 -0.02 0.00 0.00
H -3.260 -2.163 -2.811 0.00 0.00 -0.01
H -2.908 -3.024 1.209 -0.01 -0.04 -0.02
H -3.676 -1.493 1.622 0.01 0.00 0.01
```
Positions in Å, forces in eV/Å.

Summary:
Orbital gap, eV: 5.5
Spin multiplicity: 1
Total charge: +2
LUMO energy, eV: -6.8
DFT total energy, eV: -70665.8746

Here are the Mulliken charges for atoms 1 to 4, given in e: 1.161 -0.433 0.240 -0.443